Entry from OMol25: one molecule with the formula C4H9O2P in a non-equilibrium geometry (ωB97M-V/def2-TZVPD).

Each line ends with the Löwdin charge.
Atoms and positions in Å:
P -1.052 -0.621 0.395  0.7137
O -2.176 -1.216 -0.489  -0.2306
O -1.622 1.729 -0.658  -0.0793
C 1.695 0.005 0.104  -0.3472
C 0.506 -0.707 -0.284  -0.2891
C -1.558 1.116 0.576  -0.3610
C 2.963 -0.199 -0.268  -0.0680
H -2.623 1.149 0.795  0.1062
H -0.861 1.758 -1.177  0.0558
H 3.310 -1.138 -0.828  0.0825
H -2.050 -2.092 -0.979  0.1394
H -1.456 -1.129 1.706  0.0205
H 1.449 0.987 0.639  0.0916
H 3.613 0.406 0.143  -0.0208
H 0.675 -1.678 -0.873  0.0895
H -0.815 1.629 1.198  0.0967

As for the HOMO energy (spin up / spin down): -0.129 / -0.357 Ha. The calculation puts the lowest unoccupied orbital energy (spin up / spin down) at 0.390 / -1.061 eV. As for the molar mass: 120.09 g/mol. Its spin multiplicity is 3. The calculation puts the total energy at -17671.162 eV. For the max |F|, the calculation gives 9.13 eV Å⁻¹.